1.
The following is a DFT calculation (the ωB97M-V functional and the def2-TZVPD basis) of a cluster of 6 separate species, H12O6 in total in a non-equilibrium geometry.

Computed properties:
SMILES: O.O.O.O.O.O
2S+1: 1
energy relative to the best compared isomer or geometry (same formula, charge and spin): 227.02 kJ/mol
HOMO energy: -10.25 eV

The geometry in XYZ format:
```
18
H12O6 (the ωB97M-V functional and the def2-TZVPD basis)
O 0.15714 0.73273 -0.29705
H -0.40028 0.03986 -0.60201
H -0.47057 1.51892 -0.28790
O -2.10047 4.26472 0.45350
H -2.88627 4.69600 0.68560
H -2.08925 3.37881 0.86711
O -0.96585 -2.91607 1.82346
H -1.56450 -3.32226 2.43259
H -0.18723 -2.78028 2.47215
O 2.85219 1.16311 0.33934
H 2.38910 0.56045 -0.24543
H 3.35690 1.65340 -0.40923
O -3.89184 -1.69773 -1.69932
H -3.74493 -2.36082 -1.04435
H -4.83788 -1.63442 -1.86117
O 4.84821 -0.66869 -0.87545
H 5.48555 -1.37659 -0.68094
H 4.04999 -1.25114 -1.07089
```

***

2.
The following is a DFT calculation (the ωB97M-V functional and the def2-TZVPD basis) of a structure of composition C37H37F10N5O2SSr in a non-equilibrium geometry.

Computed properties:
2S+1: 1
HOMO energy: -6.66 eV

The geometry in XYZ format:
```
93
C37H37F10N5O2SSr (the ωB97M-V functional and the def2-TZVPD basis)
Sr 0.01484 -1.38353 -0.47823
C -0.44862 -2.70424 2.68046
N 0.15306 -1.52767 2.05543
C -0.54551 -0.31547 2.49725
C -1.93063 -0.13980 1.86676
N -1.83778 -0.32970 0.43356
C -2.71013 0.22694 -0.40441
C -2.48572 0.05889 -1.79818
F -1.36069 -0.65096 -2.15701
C -3.25910 0.58050 -2.80694
F -2.92056 0.36702 -4.07960
C -4.38008 1.32986 -2.49508
F -5.16467 1.84396 -3.45210
C -4.66547 1.52960 -1.15424
F -5.73776 2.25314 -0.82381
C -3.87566 1.00380 -0.15144
F -4.26179 1.27077 1.11493
C 1.58553 -1.46445 2.39795
C 2.39464 -0.51984 1.50944
N 2.13995 -0.83508 0.11661
C 2.72920 -0.13761 -0.85225
C 3.74595 0.85034 -0.76296
F 4.31696 1.13341 0.42356
C 4.22921 1.52663 -1.86099
F 5.16676 2.46682 -1.69156
C 3.78622 1.25132 -3.14608
F 4.26278 1.92915 -4.20426
C 2.82822 0.26573 -3.29956
F 2.37562 -0.05263 -4.51615
C 2.33792 -0.38491 -2.19395
F 1.35940 -1.34409 -2.38666
H -0.41373 -2.63971 3.77819
H 0.09087 -3.60012 2.36872
H -1.48940 -2.80186 2.36796
H 0.06453 0.54196 2.20966
H -0.66293 -0.31690 3.59339
H -2.27100 0.86099 2.14165
H -2.64768 -0.85334 2.30092
H 1.99357 -2.46969 2.26307
H 1.71869 -1.17638 3.45280
H 3.44957 -0.65282 1.77494
H 2.13932 0.52488 1.72645
O 0.44950 1.74387 -0.24144
S -0.73481 2.57717 0.09108
C -1.11652 3.51921 -1.46628
C 0.08588 4.21030 -2.02024
C 0.23573 5.59310 -1.91686
C 1.40152 6.21345 -2.34000
C 2.42945 5.45826 -2.88570
C 2.27811 4.08509 -3.02183
C 1.11735 3.46199 -2.58869
C -0.20862 4.02184 1.15926
C 1.04833 3.74160 1.91183
C 2.28369 4.00460 1.32637
C 3.45310 3.78409 2.03531
C 3.40193 3.27532 3.32553
C 2.17607 2.99487 3.90846
C 1.00379 3.23054 3.20513
H -1.93312 4.19596 -1.20860
H -1.48649 2.74670 -2.14091
H -0.57480 6.19169 -1.51474
H 1.50368 7.28644 -2.23787
H 3.34090 5.94166 -3.21288
H 3.07477 3.50232 -3.46619
H 1.01099 2.38841 -2.68022
H -1.05426 4.16463 1.83322
H -0.09773 4.89844 0.52958
H 2.32655 4.39420 0.31558
H 4.40896 3.99137 1.57214
H 4.31755 3.09068 3.87270
H 2.12839 2.59493 4.91414
H 0.04276 3.03996 3.67144
C -3.42620 -3.48105 0.26572
N -2.55711 -4.64853 0.27344
C -3.14361 -5.89094 0.75256
C -2.54899 -7.06391 -0.00439
C -1.04606 -7.00821 0.19116
N -0.53532 -5.70248 -0.19955
C 0.84473 -5.67011 -0.65407
C -1.28428 -4.57019 -0.18879
O -0.80334 -3.48443 -0.57082
H -4.25701 -3.63225 -0.42796
H -2.86251 -2.60310 -0.03372
H -3.83560 -3.31588 1.26507
H -4.22196 -5.83395 0.60932
H -2.95312 -6.00893 1.82562
H -2.78635 -6.97027 -1.06594
H -2.95130 -8.00788 0.36050
H -0.54753 -7.76301 -0.41784
H -0.80090 -7.20758 1.24059
H 0.95025 -6.23355 -1.58392
H 1.49200 -6.11760 0.10260
H 1.14771 -4.64375 -0.82711
```

***

3.
The following is a DFT calculation (the ωB97M-V functional and the def2-TZVPD basis) of the ion C6H11N with charge +1 in a non-equilibrium geometry.

Computed properties:
total charge: +1
2S+1: 2
<S²>: 0.812
energy relative to the best compared isomer or geometry (same formula, charge and spin): 407.49 kJ/mol
HOMO energy (spin up / spin down): -12.61 / -14.69 eV

The geometry in XYZ format:
```
18
C6H11N (the ωB97M-V functional and the def2-TZVPD basis)
C 2.59106 0.69540 -0.28617
N 1.09789 -0.02154 1.95057
C 0.43216 -0.16706 0.64334
C 1.28703 0.03027 -0.47342
C -3.00138 -0.42183 -1.09667
C -1.64133 0.01308 -0.82212
C -0.93635 -0.08890 0.51217
H 3.21456 0.07761 0.36760
H 3.10753 0.70979 -1.25087
H 2.43426 1.61395 0.28868
H 0.76612 -0.82505 2.48937
H 0.60193 0.74127 2.41239
H 1.18616 -0.72734 -1.24636
H -3.75578 0.32909 -1.31845
H -3.37525 -1.42173 -0.93925
H -1.42347 -1.01548 -1.26514
H -1.00025 0.72607 -1.33848
H -1.58488 -0.24759 1.37283
```

***

4.
The following is a DFT calculation (the ωB97M-V functional and the def2-TZVPD basis) of an isolated molecule of C9H8N2O2 in a non-equilibrium geometry.

Computed properties:
SMILES: N#C[C@@](N)(O)c1ccccc1C=O
2S+1: 1
energy relative to the best compared isomer or geometry (same formula, charge and spin): 304.77 kJ/mol
HOMO energy: -9.63 eV

The geometry in XYZ format:
```
21
C9H8N2O2 (the ωB97M-V functional and the def2-TZVPD basis)
N 2.72899 -1.83645 -0.72868
C 2.09826 -1.36457 0.06983
C 1.23538 -0.55144 0.94246
N 0.42967 -1.48553 1.79098
O 1.84877 0.35669 1.79272
C 0.27190 0.25386 -0.08251
C 0.68529 1.42672 -0.64365
C -0.17623 2.09017 -1.47893
C -1.43988 1.63107 -1.67589
C -1.86136 0.47342 -1.07673
C -1.03190 -0.20991 -0.23680
C -1.50763 -1.56255 0.34594
O -2.61413 -1.70114 0.70296
H 1.08330 -2.31825 1.99985
H 0.18713 -0.96618 2.66025
H 2.09647 1.26817 1.45019
H 1.63987 1.66077 -0.67780
H 0.09502 3.07554 -1.80201
H -2.03672 2.16278 -2.35218
H -2.80927 0.00328 -1.13231
H -0.92293 -2.40648 0.13231
```

***

5.
The following is a DFT calculation (the ωB97M-V functional and the def2-TZVPD basis) of a cluster of 2 separate species, C2H4OS2 in total in a non-equilibrium geometry.

Computed properties:
2S+1: 1
energy relative to the best compared isomer or geometry (same formula, charge and spin): 295.86 kJ/mol
HOMO energy (spin up / spin down): -7.57 / -8.32 eV

The geometry in XYZ format:
```
9
C2H4OS2 (the ωB97M-V functional and the def2-TZVPD basis)
C -0.52305 -1.08992 -0.12271
C 0.86301 -0.77188 -0.32248
O -0.34081 2.25494 0.35942
S -1.56724 -2.23599 -0.01915
S -1.70464 1.40833 -0.11025
H 0.95487 0.04862 -1.03363
H 1.42334 -1.64278 -0.67314
H 1.28760 -0.42497 0.62124
H -0.39309 2.45365 1.30070
```

***

6.
The following is a DFT calculation (the ωB97M-V functional and the def2-TZVPD basis) of a cluster of 3 separate species, C55H63F5NO9PSi in total in a non-equilibrium geometry.

Computed properties:
SMILES: CCN[C@](C)(O[C@](CCO)(COCCCCCCCCC[Si](C)(C)c1ccccc1)P(O)O)C(F)(F)C(F)(F)F.O=C1c2ccccc2C(=O)c2ccccc21.O=C1c2ccccc2C(=O)c2ccccc21
2S+1: 1
HOMO energy: -6.93 eV

The geometry in XYZ format:
```
135
C55H63F5NO9PSi (the ωB97M-V functional and the def2-TZVPD basis)
C 2.03934 5.12450 -1.45474
C 1.21357 5.99719 -0.41085
N -0.05141 5.29186 -0.15808
C -0.66847 5.47664 1.13079
C 0.31055 5.07198 2.30884
O -1.84696 4.72359 1.38464
C -2.07714 3.52282 0.63391
C -2.67384 3.74030 -0.83451
C -3.58310 5.02572 -0.90120
O -4.78953 4.69224 -1.62448
C -3.33399 2.85721 1.42464
O -3.22889 1.44286 1.55940
C -4.34374 0.74338 0.96541
C -4.03150 -0.79600 1.12009
C -2.65176 -1.04766 0.41717
C -2.40688 -2.61075 0.37669
C -0.90456 -3.01623 0.49042
C -0.04255 -2.74223 -0.80202
C -0.82014 -2.87592 -2.15801
C 0.14660 -2.38315 -3.30975
C -0.59898 -2.45706 -4.70625
Si 0.47166 -3.11928 -6.13666
C -0.19520 -4.83882 -6.67462
C 0.20114 -1.91030 -7.61184
C 2.33821 -3.11609 -5.80296
C 3.09643 -4.36164 -5.80655
C 4.52158 -4.38905 -5.59803
C 5.24066 -3.16256 -5.38760
C 4.52011 -1.91932 -5.34648
C 3.09782 -1.89926 -5.55590
P -0.79279 2.15357 0.59550
O 0.42001 2.34427 -0.55184
O -0.27723 1.63590 2.11708
C -1.17544 7.01158 1.28129
F -1.32274 7.64393 0.06872
F -2.44701 7.02573 1.84253
C -0.32295 7.94952 2.19858
F -0.46575 7.70339 3.52845
F -0.86968 9.21573 2.04912
F 0.97157 8.10414 1.83519
H 2.49286 4.29832 -0.84177
H 2.89783 5.68445 -1.89178
H 1.38464 4.62266 -2.19971
H 0.99175 6.96098 -0.94887
H 1.88849 6.16131 0.44806
H -0.66349 5.49731 -0.94504
H 0.74055 4.04931 2.13458
H 1.18775 5.74793 2.40445
H -0.26487 4.98630 3.26512
H -3.32903 2.86818 -1.05273
H -1.83191 3.80053 -1.56216
H -3.06644 5.82291 -1.50522
H -3.81638 5.45725 0.09874
H -5.52974 5.19193 -1.24856
H -3.45910 3.36499 2.41782
H -4.28561 3.04963 0.86021
H -4.38287 1.05828 -0.11406
H -5.26360 1.04602 1.53191
H -3.93897 -0.97836 2.21684
H -4.88536 -1.33340 0.64511
H -2.58526 -0.60470 -0.60410
H -1.83634 -0.58553 1.02586
H -2.94083 -3.03142 1.27421
H -2.92909 -3.06607 -0.50502
H -0.39813 -2.48043 1.33765
H -0.81429 -4.10817 0.73135
H 0.35428 -1.69166 -0.74445
H 0.82437 -3.44640 -0.84983
H -1.72571 -2.21986 -2.18455
H -1.08891 -3.94116 -2.37912
H 0.32759 -1.29205 -3.10675
H 1.11605 -2.93133 -3.28643
H -0.98991 -1.45027 -4.98667
H -1.46679 -3.16460 -4.59703
H 0.59953 -5.62255 -6.70012
H -0.90365 -5.15089 -5.86228
H -0.69450 -4.81629 -7.66828
H 1.02214 -1.97153 -8.36497
H -0.76335 -2.11290 -8.13686
H 0.13399 -0.86046 -7.21996
H 2.59863 -5.34089 -5.97039
H 5.04973 -5.36651 -5.62405
H 6.34420 -3.21640 -5.26340
H 5.09056 -0.98052 -5.18737
H 2.53944 -0.94279 -5.53347
H 1.02016 1.58203 -0.57889
H -0.86392 1.98937 2.81153
O -7.35288 -3.69937 8.84627
C -6.95509 -3.29496 7.77148
C -6.98640 -1.84486 7.45042
C -7.45659 -0.94221 8.39943
C -7.45329 0.41678 8.12406
C -6.97910 0.88065 6.90010
C -6.52575 -0.01652 5.94505
C -6.53340 -1.38167 6.21406
C -6.06237 -2.33442 5.17740
O -5.71873 -1.93567 4.08137
C -6.01179 -3.78121 5.50499
C -5.53859 -4.68219 4.55573
C -5.45601 -6.03180 4.86246
C -5.84534 -6.48726 6.11911
C -6.33070 -5.59466 7.06306
C -6.42069 -4.23991 6.75821
H -7.82131 -1.29868 9.35497
H -7.81569 1.11849 8.86598
H -6.96562 1.94386 6.69133
H -6.16226 0.34789 4.99178
H -5.23020 -4.33097 3.57839
H -5.08364 -6.73136 4.12345
H -5.77137 -7.54102 6.36055
H -6.63536 -5.95438 8.03831
O 7.89819 0.90871 1.10635
C 8.07232 0.28152 0.07971
C 7.09499 -0.74975 -0.35203
C 5.95894 -0.98377 0.41694
C 5.02093 -1.91739 0.00082
C 5.21315 -2.62005 -1.18551
C 6.35243 -2.40209 -1.94509
C 7.29893 -1.47221 -1.52927
C 8.52205 -1.26139 -2.34303
O 8.72491 -1.92904 -3.33961
C 9.48946 -0.21642 -1.92284
C 10.62331 0.01798 -2.69493
C 11.51639 1.01375 -2.32978
C 11.28042 1.78024 -1.19185
C 10.15907 1.54058 -0.41186
C 9.26256 0.53872 -0.77094
H 5.80312 -0.43513 1.33781
H 4.13445 -2.09514 0.59845
H 4.47362 -3.33996 -1.51647
H 6.49887 -2.95517 -2.86384
H 10.80794 -0.57310 -3.58364
H 12.39670 1.19738 -2.93437
H 11.97441 2.56435 -0.91300
H 9.98150 2.13755 0.47440
```

***

> Which of these has the highest 2S+1?

C6H11N